DFT (the ωB97M-V functional and the def2-TZVPD basis) results for 6 unconnected molecules or ions with the total composition C49H98NO18 in a non-equilibrium geometry.

Each line ends with the Löwdin spin population.
Atoms and positions in Å:
C: -0.05812 2.03363 3.77031  0.009
C: -1.18613 1.38871 2.89286  0.030
C: -2.51667 2.01338 3.45674  0.017
C: -1.13942 -0.13104 3.19920  0.000
C: -1.38128 -1.12000 2.02632  0.000
C: -2.84257 -1.68472 1.95615  0.000
O: -3.75315 -0.99724 2.85208  0.000
C: -5.04140 -1.08431 2.36680  0.000
C: -5.63784 -2.28952 2.00216  0.000
C: -6.91554 -2.30057 1.49012  0.000
C: -7.64435 -1.13942 1.32244  0.000
C: -7.07970 0.06284 1.71876  0.000
C: -5.79850 0.06154 2.22946  0.000
C: -0.48079 -2.39541 2.33628  0.000
C: -0.34532 -3.25245 1.01247  0.000
C: -0.26651 -4.87169 1.27100  0.000
O: -1.44767 -4.00078 0.69997  0.000
C: -1.01552 -0.57956 0.61451  0.001
C: -1.45282 0.90219 0.47453  0.029
C: -0.80120 1.36304 -0.87730  0.003
C: -2.97432 1.05972 0.25545  0.017
N: -0.88435 1.77439 1.51212  0.361
O: -1.10391 3.01239 1.26100  0.522
H: 0.89186 1.75743 3.28446  0.001
H: -0.10338 1.68270 4.80436  0.000
H: -0.14243 3.12141 3.67344  0.000
H: -3.08057 2.57688 2.70429  0.003
H: -2.27750 2.71335 4.26744  0.001
H: -3.18157 1.25822 3.88918  0.001
H: -1.79480 -0.32294 4.05433  0.000
H: -0.12518 -0.34033 3.57482  0.000
H: -3.21455 -1.55174 0.93122  0.000
H: -2.89379 -2.76139 2.14958  0.000
H: -5.06404 -3.20463 2.13568  0.000
H: -7.38736 -3.23647 1.19157  0.000
H: -8.64298 -1.11969 0.89243  0.000
H: -7.57767 1.02640 1.62485  0.000
H: -5.32810 1.00114 2.53006  0.000
H: 0.54120 -2.13161 2.62715  0.000
H: -1.01587 -3.04252 3.03571  0.000
H: 0.28837 -2.85844 0.21435  0.000
H: -1.02513 -5.60796 1.57604  0.000
H: -0.03966 -4.61697 2.35660  0.000
H: 0.09534 -0.58742 0.55539  0.001
H: -1.46978 -1.14665 -0.20184  0.000
H: -1.00181 0.56476 -1.60634  0.000
H: -1.28059 2.28812 -1.20213  -0.001
H: 0.28228 1.44812 -0.73653  0.000
H: -3.33705 0.25078 -0.39443  0.001
H: -3.56500 1.08898 1.17290  0.000
H: -3.16012 1.98345 -0.30830  0.003
C: 3.01189 -1.08094 0.50430  0.000
O: 3.76510 -2.15627 -0.00987  0.000
C: 3.48660 -2.46969 -1.36661  0.000
C: 4.74428 -2.57518 -2.20812  0.000
O: 5.48380 -1.37701 -2.38505  0.000
C: 6.15795 -0.81317 -1.26770  0.000
C: 7.27651 -1.64811 -0.67207  0.000
O: 6.78142 -2.79379 0.00137  0.000
C: 7.48021 -3.99043 -0.27502  0.000
H: 2.04791 -1.43934 0.87888  0.000
H: 3.57579 -0.64229 1.32918  0.000
H: 2.85070 -0.30099 -0.24749  0.000
H: 2.80993 -1.73218 -1.81308  0.000
H: 2.98148 -3.44332 -1.37581  0.000
H: 4.42931 -2.86972 -3.21367  0.000
H: 5.39164 -3.38268 -1.86216  0.000
H: 5.44385 -0.50221 -0.50391  0.000
H: 6.61026 0.10682 -1.64735  0.000
H: 7.80271 -1.03746 0.07260  0.000
H: 7.98630 -1.92332 -1.45910  0.000
H: 7.83405 -4.02472 -1.31003  0.000
H: 6.78717 -4.82046 -0.13045  0.000
H: 8.32199 -4.10866 0.41376  0.000
C: -6.04870 1.98010 -5.25716  0.000
O: -4.98311 1.29240 -5.87898  0.000
C: -3.69437 1.75439 -5.50802  0.000
C: -2.77060 0.62735 -5.08472  0.000
O: -3.12853 -0.06548 -3.89856  0.000
C: -4.29694 -0.87763 -3.91045  0.000
C: -4.27075 -2.07409 -4.84402  0.000
O: -4.33298 -1.68592 -6.20656  0.000
C: -3.42240 -2.35551 -7.05427  0.000
H: -6.31320 2.87551 -5.82866  0.000
H: -6.91083 1.31168 -5.23561  0.000
H: -5.81030 2.25527 -4.22454  0.000
H: -3.75606 2.49579 -4.70358  0.000
H: -3.26079 2.24425 -6.38834  0.000
H: -1.79606 1.07768 -4.87166  0.000
H: -2.58885 -0.07292 -5.90168  0.000
H: -5.18796 -0.26998 -4.07188  0.000
H: -4.37930 -1.26714 -2.89147  0.000
H: -5.15733 -2.68776 -4.64090  0.000
H: -3.37894 -2.67631 -4.64124  0.000
H: -2.47646 -2.56924 -6.54701  0.000
H: -3.20871 -1.69747 -7.89778  0.000
H: -3.86361 -3.28259 -7.43223  0.000
C: -5.52138 8.16025 2.56015  0.000
O: -4.85011 7.53920 1.48450  0.000
C: -3.74867 6.72960 1.87092  0.000
C: -3.79616 5.34803 1.24889  0.001
O: -4.86829 4.50837 1.66187  0.000
C: -6.19240 4.83916 1.26982  0.000
C: -6.47663 4.79085 -0.22095  0.000
O: -5.83516 5.84408 -0.91988  0.000
C: -5.18927 5.45274 -2.11350  0.000
H: -5.04031 9.10969 2.81632  0.000
H: -6.54605 8.36188 2.24357  0.000
H: -5.56285 7.51483 3.44325  0.000
H: -3.68848 6.63705 2.96079  0.000
H: -2.83978 7.23394 1.52197  0.000
H: -2.88688 4.82486 1.56046  0.001
H: -3.73881 5.39414 0.16010  0.000
H: -6.49763 5.79357 1.70093  0.000
H: -6.82463 4.07972 1.73982  0.000
H: -7.55718 4.91419 -0.36971  0.000
H: -6.18166 3.81257 -0.61645  0.000
H: -4.75464 4.45102 -2.03087  0.000
H: -4.37581 6.15604 -2.29697  0.000
H: -5.88713 5.49148 -2.95594  0.000
C: 10.88860 1.93592 -7.02053  0.000
O: 10.62248 2.78692 -5.92527  0.000
C: 10.08229 4.04907 -6.28302  0.000
C: 8.83674 4.39460 -5.48821  0.000
O: 7.70100 3.57476 -5.71316  0.000
C: 7.72960 2.22375 -5.27141  0.000
C: 7.82710 2.01304 -3.77179  0.000
O: 9.10547 2.37342 -3.27078  0.000
C: 9.08040 3.14061 -2.08514  0.000
H: 11.88446 2.13575 -7.42877  0.000
H: 10.85884 0.90680 -6.65932  0.000
H: 10.13654 2.03764 -7.80907  0.000
H: 9.85526 4.09392 -7.35359  0.000
H: 10.85008 4.80213 -6.06718  0.000
H: 8.53186 5.39906 -5.79722  0.000
H: 9.05124 4.47545 -4.42109  0.000
H: 8.50002 1.66058 -5.79944  0.000
H: 6.77380 1.80113 -5.59229  0.000
H: 7.69022 0.94501 -3.56151  0.000
H: 7.02800 2.57016 -3.27118  0.000
H: 8.22576 3.82386 -2.06089  0.000
H: 9.99040 3.74186 -2.05906  0.000
H: 9.06370 2.48699 -1.20727  0.000
C: -2.03464 -4.58651 7.81854  0.000
O: -1.28960 -5.66052 7.28188  0.000
C: -1.54833 -5.92484 5.91328  0.000
C: -0.27766 -6.02618 5.08969  0.000
O: 0.48698 -4.83564 4.96483  0.000
C: 1.14225 -4.32662 6.12097  0.000
C: 2.22692 -5.20573 6.71618  0.000
O: 1.69162 -6.36436 7.33340  0.000
C: 2.37504 -7.56415 7.03212  0.000
H: -3.00998 -4.93494 8.17207  0.000
H: -1.47835 -4.18469 8.66672  0.000
H: -2.16971 -3.77929 7.09154  0.000
H: -2.20405 -5.16124 5.47953  0.000
H: -2.07017 -6.88827 5.86287  0.000
H: -0.57915 -6.28266 4.06899  0.000
H: 0.35014 -6.85567 5.41818  0.000
H: 0.41524 -4.02913 6.87730  0.000
H: 1.62420 -3.40319 5.78737  0.000
H: 2.74429 -4.63258 7.49576  0.000
H: 2.95274 -5.46692 5.93909  0.000
H: 2.75667 -7.56810 6.00646  0.000
H: 1.66262 -8.38480 7.12744  0.000
H: 3.19489 -7.72408 7.73855  0.000

The calculation puts the LUMO energy (alpha / beta) at 0.50 / 0.09 eV. For the largest force on an atom, the calculation gives 0.0568 hartree/bohr. The total charge is 0. For the energy, the calculation gives -3334.25763 Ha. As for the spin multiplicity: 2. The HOMO energy (alpha / beta) comes out at -8.54 / -8.54 eV.